Computed, not measured: a structure of composition C26H36F6LiN2O4P2S2, with ωB97M-V/def2-TZVPD.

Calculated values
Energy above the lowest of the compared OMol25 structures with the same formula, charge and spin (kcal/mol): 0.0
Total charge: -1
Kohn-Sham gap (eV): 6.38
Total energy (eV): -95479.299

Positions of all 79 atoms, in Å:
Li  0.82  0.14  -0.42
C  0.44  -5.30  -0.79
C  0.86  -3.86  -1.09
C  2.37  -3.67  -0.99
P  -0.02  -2.44  -0.23
C  -1.74  -3.10  -0.04
C  -2.39  -3.21  -1.42
C  -2.57  -2.21  0.89
C  0.60  -2.39  1.49
C  1.21  -3.45  2.17
C  1.73  -3.29  3.44
C  1.66  -2.04  4.05
C  1.05  -0.98  3.40
C  0.47  -1.13  2.12
N  -0.13  -0.09  1.44
C  -0.98  0.76  2.06
C  -1.59  0.47  3.32
C  -2.47  1.35  3.92
C  -2.79  2.57  3.33
C  -2.24  2.85  2.09
C  -1.36  1.98  1.43
P  -0.62  2.34  -0.19
C  0.07  4.07  -0.10
C  -0.87  5.28  -0.09
C  1.05  4.12  1.07
C  -2.04  2.43  -1.40
C  -3.35  3.07  -0.95
C  -2.31  1.00  -1.89
H  1.00  -5.98  -1.44
H  -0.62  -5.47  -0.97
H  0.65  -5.60  0.24
H  0.59  -3.66  -2.13
H  2.75  -3.94  0.00
H  2.66  -2.64  -1.18
H  2.88  -4.30  -1.73
H  -1.67  -4.10  0.41
H  -2.46  -2.22  -1.88
H  -3.41  -3.61  -1.33
H  -1.83  -3.85  -2.10
H  -2.62  -1.19  0.51
H  -2.14  -2.16  1.89
H  -3.59  -2.60  0.97
H  1.28  -4.42  1.70
H  2.21  -4.12  3.95
H  2.10  -1.88  5.03
H  1.01  -0.01  3.87
H  -1.37  -0.47  3.80
H  -2.91  1.07  4.87
H  -3.47  3.26  3.81
H  -2.50  3.79  1.61
H  0.65  4.12  -1.03
H  -1.46  5.32  0.83
H  -1.54  5.28  -0.94
H  -0.27  6.20  -0.13
H  0.51  4.10  2.02
H  1.65  5.04  1.03
H  1.73  3.27  1.06
H  -1.63  3.01  -2.24
H  -3.79  2.49  -0.14
H  -4.06  3.07  -1.78
H  -3.24  4.09  -0.60
H  -2.63  0.38  -1.05
H  -1.43  0.55  -2.33
H  -3.12  0.99  -2.63
F  2.48  1.97  -4.26
C  2.20  0.72  -4.64
F  1.03  0.74  -5.29
F  3.15  0.31  -5.47
S  2.06  -0.41  -3.19
O  1.00  0.17  -2.40
O  1.85  -1.69  -3.79
N  3.50  -0.28  -2.57
S  3.83  0.18  -1.10
O  5.12  -0.28  -0.72
O  2.74  0.03  -0.16
C  4.03  2.01  -1.23
F  4.89  2.32  -2.21
F  2.86  2.60  -1.49
F  4.50  2.49  -0.08